Molecular formula: C13H23ClF6N3O6PS2
Method: DFT, ωB97M-V/def2-TZVPD

Atoms and positions in Å:
C  -1.500  3.974  -1.620
C  -2.759  3.745  -0.557
N  -2.434  2.966  0.666
C  -2.468  1.474  0.556
P  -2.682  0.891  2.413
O  -2.507  -0.838  2.540
Cl  -1.141  1.862  3.587
C  -3.743  0.811  -0.215
C  -3.322  -0.106  -1.549
C  -4.687  -1.040  -1.820
C  -3.150  0.783  -2.916
N  -2.198  -1.043  -1.222
O  -2.517  -1.986  -0.320
C  -0.920  -0.399  -0.801
C  -0.078  -1.551  0.076
C  0.033  -0.194  -2.163
C  -0.993  0.940  0.109
H  -1.259  3.030  -2.271
H  -0.546  4.287  -0.981
H  -1.829  4.917  -2.275
H  -3.021  4.853  -0.191
H  -3.682  3.412  -1.188
H  -1.463  3.207  1.011
H  -1.687  -0.970  3.136
H  -4.285  0.023  0.502
H  -4.598  1.563  -0.521
H  -5.032  -1.632  -0.874
H  -5.538  -0.224  -2.016
H  -4.607  -1.672  -2.802
H  -4.127  0.648  -3.590
H  -2.254  0.479  -3.603
H  -3.095  1.924  -2.666
H  0.015  -2.574  -0.487
H  1.032  -1.110  0.119
H  -0.425  -1.625  1.190
H  1.053  -0.802  -2.039
H  -0.489  -0.691  -3.112
H  0.348  0.920  -2.334
H  -0.318  1.762  -0.437
H  -0.388  0.710  1.113
C  7.959  -1.445  1.130
F  8.814  -0.560  0.542
F  8.121  -2.631  0.470
F  8.437  -1.658  2.393
S  6.225  -0.881  1.130
O  5.886  -0.736  -0.289
O  6.247  0.374  1.886
N  5.616  -2.142  1.873
S  4.050  -2.019  2.084
O  3.220  -2.106  0.879
O  3.601  -1.028  3.066
C  3.815  -3.624  2.917
F  4.539  -3.722  4.072
F  4.214  -4.677  2.141
F  2.517  -3.871  3.257

Output
E = -3321.791390 Ha
net charge = -1
multiplicity = 2



Molecular formula: C28H42BeBrN3P2
Method: DFT, ωB97M-V/def2-TZVPD

Atoms and positions in Å:
C  -2.368  -6.544  -3.631
C  -1.854  -5.246  -3.834
C  -1.867  -4.757  -5.164
C  -2.325  -5.588  -6.199
N  -2.777  -6.821  -5.977
C  -2.805  -7.296  -4.734
C  -1.324  -4.472  -2.719
C  -0.814  -3.766  -1.860
C  -0.172  -2.888  -0.983
C  -0.973  -2.469  0.086
C  -0.781  -1.156  0.574
C  0.399  -0.504  0.113
C  1.364  -1.085  -0.670
C  1.018  -2.238  -1.369
Be  0.306  -0.517  1.875
P  -1.089  1.319  2.336
H  -1.517  -3.760  -5.431
H  -2.424  -7.000  -2.645
H  -2.321  -5.245  -7.240
H  -3.184  -8.315  -4.601
H  1.582  -2.575  -2.238
H  -1.881  -3.034  0.345
H  2.343  -0.619  -0.753
H  -1.620  -0.717  1.176
C  -0.505  2.718  3.356
C  -1.095  4.088  3.015
H  0.588  2.737  3.238
H  -0.709  2.445  4.404
H  -0.748  4.827  3.749
H  -0.767  4.442  2.028
H  -2.193  4.090  3.040
C  -1.505  1.931  0.642
C  -2.813  1.462  0.000
H  -0.671  1.566  0.024
H  -1.438  3.027  0.635
H  -2.808  1.738  -1.067
H  -2.943  0.371  0.045
H  -3.688  1.942  0.459
C  -2.643  0.750  3.126
C  -3.630  1.861  3.477
H  -2.336  0.209  4.036
H  -3.117  0.010  2.462
H  -4.545  1.413  3.887
H  -3.227  2.540  4.238
H  -3.923  2.451  2.597
Br  1.917  1.071  1.548
P  2.741  2.480  -1.447
C  1.203  3.225  -0.850
C  1.261  4.727  -1.152
H  1.108  3.005  0.223
H  0.336  2.737  -1.322
H  0.263  5.178  -1.149
H  1.881  5.250  -0.415
H  1.706  4.889  -2.142
C  4.069  2.227  -0.244
C  5.463  2.519  -0.821
H  3.965  1.203  0.150
H  3.859  2.876  0.618
H  6.206  2.544  -0.019
H  5.777  1.765  -1.548
H  5.476  3.493  -1.322
C  2.316  1.073  -2.478
C  2.290  1.445  -3.957
H  1.326  0.727  -2.169
H  3.029  0.262  -2.295
H  2.306  0.542  -4.570
H  1.367  1.986  -4.169
H  3.142  2.073  -4.223
N  0.154  -2.461  5.071
C  1.550  -2.350  4.991
C  1.797  -1.655  3.856
N  0.582  -1.401  3.214
C  -0.392  -1.889  3.989
H  -0.372  -2.973  5.780
H  2.206  -2.793  5.721
H  2.727  -1.299  3.458
H  -1.463  -1.799  3.820

Output
E = -4527.223668 Ha
ΔE to the lowest compared entry with this formula, charge and spin = 0.000 eV
net charge = +2



Molecular formula: C38H42N8P2ReS2
Method: DFT, ωB97M-V/def2-TZVPD

Atoms and positions in Å:
Re  0.120  0.120  0.672
C  -3.812  -0.567  2.814
C  -2.560  -0.050  2.184
N  -1.439  -0.695  2.135
N  -1.387  -1.913  2.786
C  -0.176  -2.335  3.160
N  -0.066  -3.376  3.957
S  1.174  -1.512  2.525
C  -2.500  1.322  1.639
C  -3.509  2.232  1.854
C  -3.364  3.541  1.395
C  -2.206  3.885  0.729
C  -1.220  2.924  0.560
N  -1.340  1.666  1.014
H  -3.942  -1.638  2.652
H  -4.686  -0.088  2.386
H  -3.811  -0.376  3.893
H  -2.234  -2.293  3.189
H  -0.859  -3.843  4.376
H  0.850  -3.712  4.221
H  -4.404  1.947  2.387
H  -4.149  4.268  1.560
H  -2.051  4.883  0.340
H  -0.301  3.168  0.045
C  -0.192  -3.300  -1.109
C  1.108  -3.045  -0.301
P  1.787  -1.392  -0.662
C  3.075  -0.630  0.392
C  3.222  0.857  0.133
C  4.000  1.690  1.192
C  4.847  0.838  2.123
C  4.822  -0.492  2.104
C  3.891  -1.251  1.247
C  2.635  -1.584  -2.267
C  2.239  -2.587  -3.163
C  2.923  -2.793  -4.349
C  4.010  -2.001  -4.681
C  4.436  -1.025  -3.794
C  3.755  -0.814  -2.606
C  -1.473  -2.567  -0.690
P  -1.388  -0.765  -1.034
C  -3.075  -0.131  -0.929
C  -3.322  1.144  -1.449
C  -4.604  1.664  -1.434
C  -5.655  0.913  -0.910
C  -5.421  -0.361  -0.412
C  -4.130  -0.883  -0.417
C  -1.005  -0.621  -2.782
C  0.135  -0.016  -3.301
C  0.342  0.012  -4.673
C  -0.589  -0.555  -5.528
C  -1.744  -1.144  -5.019
C  -1.961  -1.169  -3.654
H  -0.372  -4.374  -1.050
H  -0.072  -3.068  -2.161
H  1.847  -3.813  -0.534
H  0.887  -3.098  0.756
H  3.789  0.987  -0.779
H  4.696  2.326  0.638
H  5.522  1.368  2.784
H  5.493  -1.048  2.745
H  3.862  -2.327  1.365
H  1.427  -3.258  -2.953
H  2.602  -3.584  -5.014
H  4.534  -2.155  -5.614
H  5.310  -0.429  -4.018
H  4.164  -0.078  -1.945
H  -1.759  -2.750  0.347
H  -2.280  -2.940  -1.327
H  -2.520  1.710  -1.911
H  -4.797  2.641  -1.859
H  -6.662  1.310  -0.922
H  -6.246  -0.961  -0.049
H  -3.973  -1.894  -0.057
H  0.850  0.467  -2.651
H  1.226  0.491  -5.074
H  -0.433  -0.518  -6.599
H  -2.477  -1.573  -5.688
H  -2.878  -1.606  -3.274
C  0.449  3.913  4.050
C  1.645  3.712  3.195
N  2.502  4.623  2.845
N  3.419  3.965  2.093
C  3.160  2.680  1.952
S  1.592  1.583  -0.286
N  2.034  2.498  2.658
N  1.348  1.278  2.745
H  0.294  4.982  4.179
H  0.600  3.476  5.039
H  -0.446  3.482  3.595
H  4.208  4.481  1.719
H  2.009  0.577  3.080
H  0.650  1.377  3.482

Output
E = -3467.281163 Ha
ΔE to the lowest compared entry with this formula, charge and spin = 0.000 eV
net charge = +4
multiplicity = 2



Molecular formula: C26H21Cl2F6NO4PdSbTe
Method: DFT, ωB97M-V/def2-TZVPD

Atoms and positions in Å:
Pd  -0.072  0.790  -0.179
Cl  -3.539  3.793  -2.557
C  -3.207  3.722  -0.926
C  -3.717  4.605  -0.024
C  -3.405  4.483  1.349
Cl  -4.057  5.635  2.368
C  -2.575  3.443  1.888
C  -2.263  3.294  3.248
C  -1.478  2.224  3.628
C  -1.005  1.347  2.661
N  -1.242  1.524  1.353
C  -2.032  2.526  0.984
C  -2.311  2.614  -0.467
O  -1.850  1.807  -1.243
H  -4.365  5.412  -0.336
H  -2.631  3.998  3.982
H  -1.202  2.060  4.660
H  -0.402  0.492  2.924
C  -0.292  1.680  -6.437
O  -0.464  0.274  -6.285
C  -0.206  -0.285  -5.105
C  -0.378  -1.685  -5.050
C  -0.112  -2.331  -3.883
C  0.318  -1.660  -2.708
C  0.657  -2.431  -1.549
C  0.758  -3.929  -1.584
O  0.904  -1.857  -0.458
C  0.463  -0.245  -2.767
O  0.922  0.547  -1.806
C  0.195  0.414  -3.976
H  -0.567  1.903  -7.462
H  0.747  1.964  -6.264
H  -0.947  2.225  -5.754
H  -0.698  -2.210  -5.938
H  -0.240  -3.403  -3.856
H  1.055  -4.323  -2.551
H  -0.209  -4.362  -1.318
H  1.486  -4.260  -0.843
H  0.348  1.482  -3.990
C  3.787  -3.853  1.901
Te  1.761  -2.389  1.659
C  3.358  -1.358  0.727
C  4.557  -1.547  1.601
C  5.454  -0.537  1.878
C  6.456  -0.741  2.828
C  6.537  -1.937  3.535
C  5.638  -2.951  3.281
C  4.680  -2.800  2.259
H  3.702  -4.114  0.846
H  3.688  -4.697  2.575
H  3.039  -0.329  0.549
H  3.457  -1.869  -0.235
H  5.371  0.418  1.375
H  7.156  0.054  3.043
H  7.304  -2.066  4.285
H  5.690  -3.886  3.822
F  0.536  -0.926  1.849
Sb  2.758  1.356  3.303
F  1.576  1.300  0.847
F  2.250  -1.832  3.409
F  3.934  1.310  4.797
F  1.232  0.746  4.307
F  2.189  3.145  3.591

Output
E = -3514.220356 Ha
ΔE to the lowest compared entry with this formula, charge and spin = 2.827 eV
net charge = +2
multiplicity = 2